1.
ORCA calculation (ωB97M-V/def2-TZVPD) on a structure of composition C28H38BrN9OSV.

electronic energy	-151636.5632	eV
HOMO energy (alpha / beta)	-0.717 / -0.718	hartree
LUMO energy (alpha / beta)	-13.006 / -13.490	eV
largest force on an atom	0.9	eV Å⁻¹
net charge	+4
orbital gap (alpha / beta)	6.5 / 6.1	eV
spin multiplicity	2

Geometry as XYZ:
```
79
Properties=species:S:1:pos:R:3:forces:R:3
V -0.13000 -0.17902 -0.98374 -0.55 0.55 0.53
C 0.88366 -3.34072 -2.36058 -0.04 -0.01 -0.09
N 0.64179 -2.77635 -1.02687 0.34 -0.28 0.20
C 1.74252 -4.68234 0.83546 -0.03 -0.03 0.00
C -1.50651 -2.54043 0.21145 0.10 -0.07 -0.11
N -1.46317 -1.22095 -0.16590 0.30 -0.27 0.17
C -2.54514 -0.35489 -0.40108 0.20 0.09 -0.03
C -3.80547 -0.76832 -0.86129 -0.05 0.04 -0.08
C -4.79171 0.16712 -1.02628 -0.04 -0.12 -0.01
C -4.54547 1.52977 -0.75801 -0.02 0.10 0.00
C -3.29676 1.97084 -0.41530 0.00 0.02 -0.01
C -2.24585 1.04108 -0.26987 -0.03 -0.33 -0.15
N -0.89967 1.32315 -0.09052 0.37 0.25 -0.02
C -0.50152 2.60610 0.36508 -0.25 0.24 0.08
N -0.00085 2.69816 1.58628 -0.03 -0.15 0.00
C -0.33872 1.73233 2.63745 0.03 -0.02 0.08
C 0.86945 3.79166 2.04360 0.04 0.02 0.01
N -0.68936 3.65484 -0.42410 0.07 -0.12 -0.06
C -0.92691 5.02153 0.07971 0.05 0.07 0.08
C -0.81332 3.56110 -1.88211 -0.04 -0.03 -0.05
N -2.50816 -3.03432 0.87780 -0.11 0.05 0.03
C -3.38907 -2.22151 1.73426 -0.12 0.03 0.05
C -2.94075 -4.44932 0.85282 -0.03 -0.13 0.08
H 1.33691 -4.32601 -2.26004 0.01 0.01 0.02
H 1.56885 -2.69562 -2.90351 -0.01 0.02 0.02
H -0.05228 -3.42471 -2.91297 -0.01 0.00 0.00
H 2.48344 -4.07099 0.32445 0.00 0.01 0.00
H 1.47594 -5.53253 0.20388 0.01 0.00 0.01
H 2.20956 -5.06459 1.74473 0.00 0.00 0.00
H -3.99722 -1.81322 -1.06996 0.01 0.02 0.02
H -5.77708 -0.13970 -1.35201 0.00 0.00 0.00
H -5.35572 2.24061 -0.85419 0.00 0.00 0.00
H -3.12822 3.02398 -0.24790 0.04 0.03 -0.02
H -0.94140 0.91780 2.24770 0.03 0.01 -0.02
H -0.89613 2.23999 3.42532 -0.02 0.04 -0.02
H 0.57717 1.34521 3.08264 0.01 -0.01 -0.03
H 1.31649 4.30726 1.20084 -0.03 0.01 -0.06
H 1.66564 3.34326 2.63641 0.00 -0.02 0.00
H 0.33682 4.49693 2.67868 -0.04 0.02 -0.02
H -1.23903 5.00201 1.11845 0.02 -0.03 0.03
H -1.73634 5.44662 -0.51216 -0.01 -0.03 -0.01
H -0.05213 5.65723 -0.04138 0.03 -0.01 0.01
H -0.60616 2.55581 -2.23196 0.05 -0.02 0.04
H -0.11337 4.26515 -2.33348 0.02 -0.04 0.02
H -1.81897 3.84252 -2.19352 -0.03 0.00 0.04
H -2.99075 -1.22443 1.88037 0.03 0.00 -0.01
H -3.43826 -2.73142 2.69528 0.02 -0.04 0.00
H -4.39631 -2.16901 1.32358 0.02 0.00 -0.03
H -2.32762 -5.06142 0.20653 0.03 0.04 -0.04
H -3.96849 -4.44692 0.48681 0.01 0.02 0.00
H -2.91742 -4.85409 1.85956 0.01 0.01 0.00
O -0.42879 -4.70020 1.91093 -0.04 -0.01 0.01
C 0.48940 -3.89494 1.21344 0.03 0.05 0.03
C 0.84074 -2.74002 2.11837 -0.02 -0.06 -0.06
C 1.10874 -1.47589 1.79678 -0.03 0.07 0.10
N 1.10463 -0.98244 0.48183 0.01 0.08 -0.34
C 1.10282 -1.58563 -0.63330 -0.46 -0.31 -0.25
Br -0.69421 -0.29700 -3.22189 0.07 0.00 -0.05
C -0.26086 -3.43561 -0.10249 0.00 0.16 -0.09
H -0.01927 -5.52934 2.19346 0.01 0.02 0.01
H 0.84140 -2.99697 3.17212 0.02 0.00 0.01
H 1.32518 -0.74247 2.55797 0.01 0.03 -0.03
H -0.60290 -4.34817 -0.58825 0.01 -0.01 0.02
N 1.79082 1.82776 -4.03936 0.00 0.01 -0.08
C 2.64270 1.81067 -3.04668 -0.15 -0.13 0.06
N 2.26684 1.46475 -1.77583 0.01 -0.04 -0.22
C 3.32949 1.57887 -0.97361 0.06 0.03 0.27
C 3.31883 1.36584 0.43878 -0.21 0.01 -0.11
C 4.47491 1.50111 1.13725 0.07 0.01 0.07
C 5.68585 1.85281 0.47916 0.12 0.06 -0.25
C 5.73221 2.09985 -0.89941 0.20 -0.02 0.37
C 4.56646 1.97374 -1.60017 -0.18 0.01 -0.40
S 4.30771 2.23317 -3.30295 0.03 -0.03 0.31
H 0.84335 1.49299 -3.90710 0.08 0.05 -0.02
H 2.07938 2.08035 -4.97648 -0.03 0.00 -0.02
H 2.37905 1.11503 0.91344 0.08 0.01 0.02
H 4.49848 1.34965 2.20800 -0.01 -0.01 0.01
H 6.59617 1.94314 1.05846 -0.01 0.00 0.01
H 6.66397 2.37977 -1.37286 0.00 0.01 -0.01
```
Positions in Å, forces in eV/Å.

---

2.
ORCA calculation (ωB97M-V/def2-TZVPD) on a structure of composition C30H25CrN7O2.

electronic energy	-74464.8929	eV
HOMO energy (alpha / beta)	-0.191 / -0.268	hartree
LUMO energy (alpha / beta)	0.320 / -0.095	eV
largest force on an atom	1.0	eV Å⁻¹
net charge	0
energy relative to the best compared isomer or geometry (same formula, charge and spin)	13.13	kJ/mol
orbital gap (alpha / beta)	5.5 / 7.2	eV
spin multiplicity	5

Geometry as XYZ:
```
65
Properties=species:S:1:pos:R:3:forces:R:3
Cr 0.65658 -1.03972 -0.47696 -0.74 0.61 -0.10
O 0.45307 -0.32794 -2.24934 -0.04 0.11 -0.24
C -0.22742 -0.76895 -3.24831 -0.05 -0.18 0.04
C -0.42355 0.06228 -4.38159 -0.03 0.09 -0.05
C -1.17439 -0.35364 -5.45100 0.03 -0.07 0.04
C -1.76716 -1.63016 -5.47852 -0.01 0.07 -0.06
C -1.56524 -2.46779 -4.41557 0.00 -0.08 0.06
C -0.79831 -2.07739 -3.29828 -0.02 0.18 -0.05
C -0.58152 -3.03768 -2.26240 0.07 -0.07 -0.01
N 0.10887 -2.85737 -1.19357 -0.04 -0.37 0.02
C 0.21661 -3.95637 -0.21839 0.06 0.11 0.03
C 1.20916 -3.51459 0.86315 -0.01 0.06 -0.19
N 0.79813 -2.15025 1.17527 0.18 -0.61 0.66
C 0.28396 -1.88398 2.32128 0.03 0.02 -0.04
C -0.64847 -0.81891 2.52493 -0.17 0.19 -0.09
C -0.94789 -0.35802 3.81981 0.08 -0.10 -0.06
C -1.98732 0.50530 4.04722 -0.07 0.09 0.08
C -2.80825 0.87380 2.96774 0.09 -0.05 -0.03
C -2.56840 0.40624 1.69935 -0.05 0.06 -0.05
C -1.44859 -0.41254 1.40955 0.12 -0.07 0.05
O -1.22182 -0.79674 0.18984 0.36 0.21 -0.08
H 0.03251 1.04494 -4.35960 -0.01 -0.04 0.02
H -1.31119 0.31203 -6.29629 0.01 0.00 0.04
H -2.36168 -1.94141 -6.32663 0.01 0.00 0.01
H -2.00001 -3.46367 -4.41829 0.03 0.04 0.00
H -1.04078 -4.01657 -2.42215 0.03 -0.05 -0.02
H 0.53191 -4.88755 -0.69297 0.04 0.00 -0.07
H -0.75713 -4.11688 0.25017 -0.06 0.01 -0.02
H 2.22095 -3.52522 0.46121 0.05 0.04 0.05
H 1.15905 -4.17516 1.72983 -0.02 0.01 0.08
H 0.47215 -2.56580 3.15364 -0.04 -0.06 0.02
H -0.33160 -0.70213 4.64553 -0.03 0.03 -0.03
H -2.18756 0.87723 5.04425 0.00 -0.01 -0.06
H -3.64496 1.54312 3.13421 0.01 -0.03 0.02
H -3.20961 0.68253 0.86992 0.04 0.00 0.02
N -2.44937 3.63916 -0.30150 0.07 -0.05 0.00
C -1.82164 2.65095 -1.00545 0.01 0.05 0.11
N -0.77791 2.02628 -0.62498 0.03 -0.16 -0.22
C -0.19676 2.35260 0.59493 0.07 -0.31 -0.09
N 0.85577 1.77489 1.05046 0.12 0.00 0.50
N 1.40029 0.68291 0.43837 0.10 0.34 -0.09
C 2.71097 0.56689 0.68114 -0.14 -0.06 -0.17
C 3.42135 -0.46393 0.05352 -0.11 0.05 0.05
C 4.82034 -0.65161 0.17984 0.09 -0.06 -0.07
C 5.44219 -1.62919 -0.54136 -0.08 0.07 0.06
C 4.67782 -2.44116 -1.41442 0.12 -0.03 -0.02
C 3.32495 -2.23172 -1.47517 -0.08 -0.02 -0.08
N 2.68424 -1.30027 -0.75591 0.16 -0.11 -0.04
C -0.80509 3.41142 1.41743 -0.09 0.15 -0.04
C -0.31502 3.78430 2.66742 0.04 0.02 0.02
C -0.93246 4.78080 3.40106 0.04 -0.02 0.06
C -2.06161 5.42037 2.89758 -0.04 -0.02 -0.07
C -2.57208 5.05612 1.66493 -0.08 0.04 0.02
C -1.94862 4.05101 0.93236 0.07 -0.06 0.02
H -3.26391 4.08624 -0.67923 -0.06 0.02 -0.05
H -2.27284 2.40006 -1.96367 0.00 0.04 0.06
H 3.21163 1.31811 1.28005 -0.03 -0.03 0.05
H 5.37164 0.00150 0.84432 0.01 -0.02 -0.01
H 6.51079 -1.77893 -0.45396 -0.01 0.01 0.00
H 5.14055 -3.20359 -2.02514 -0.04 0.02 0.02
H 2.70446 -2.83568 -2.13023 -0.04 0.04 0.05
H 0.55862 3.26763 3.04387 -0.05 0.02 -0.02
H -0.54199 5.05954 4.37210 0.00 -0.01 -0.04
H -2.54980 6.20112 3.46750 0.02 -0.02 -0.01
H -3.45662 5.54316 1.26710 0.04 -0.02 0.02
```
Positions in Å, forces in eV/Å.

---

3.
ORCA calculation (ωB97M-V/def2-TZVPD) on a structure of composition C18H19F3N6O8PtS2.

electronic energy	-77370.6913	eV
HOMO energy	-0.062	hartree
LUMO energy	4.304	eV
largest force on an atom	1.2	eV Å⁻¹
net charge	-2
energy relative to the best compared isomer or geometry (same formula, charge and spin)	177.01	kJ/mol
orbital gap	6.0	eV

Geometry as XYZ:
```
57
Properties=species:S:1:pos:R:3:forces:R:3
Pt 0.81821 1.21293 -0.40408 0.00 -1.18 0.37
O 0.78011 1.21908 3.81898 -0.05 0.01 -0.24
C 1.21976 1.27031 2.66483 0.32 0.06 0.21
O 0.44630 1.18853 1.64685 -0.11 -0.03 -0.95
C 2.72867 1.41247 2.50082 0.02 -0.06 0.00
C 3.46947 1.09645 3.64519 -0.01 -0.01 -0.07
C 4.84923 1.18186 3.69008 -0.05 0.02 -0.03
C 5.52786 1.60326 2.54932 -0.07 -0.01 -0.05
C 4.81851 1.91943 1.40826 0.02 0.00 0.09
C 3.41224 1.84311 1.34864 0.09 0.07 -0.06
S 2.72150 2.40017 -0.16587 0.02 0.10 0.17
H 2.90057 0.78884 4.51242 0.01 -0.01 0.00
H 5.38739 0.92298 4.59459 0.00 0.00 0.00
H 6.61098 1.67119 2.54414 0.00 0.00 0.00
H 5.34373 2.22791 0.51097 -0.02 0.01 0.03
C -2.06487 -1.59051 2.14403 0.01 -0.02 0.00
C -1.52590 -2.85453 1.47617 0.00 0.04 0.00
C -1.24485 -2.71832 -0.03772 -0.07 0.08 -0.16
C -0.60614 -4.01993 -0.55405 0.00 0.08 0.05
C -0.37113 -4.04469 -2.05953 -0.03 -0.09 -0.01
C -2.56112 -2.51861 -0.74437 -0.07 0.01 0.05
O -3.42086 -3.38427 -0.81527 -0.02 -0.02 -0.03
N -2.74927 -1.28912 -1.28239 0.03 -0.20 0.02
C -1.93328 -0.15502 -1.12894 0.20 0.45 0.25
O -2.44344 0.90003 -1.50996 0.02 0.07 0.03
N -0.72043 -0.27410 -0.56521 0.31 -0.69 0.24
C -0.26126 -1.54346 -0.20126 -0.59 0.28 -0.22
O 0.88526 -1.77465 0.09894 0.43 0.26 0.07
H -2.26015 -1.77712 3.20243 0.00 -0.01 -0.02
H -3.00781 -1.27266 1.68608 0.05 0.00 0.01
H -1.35641 -0.76036 2.08394 -0.03 -0.03 -0.01
H -2.22942 -3.68282 1.59220 -0.02 -0.01 0.03
H -0.58113 -3.14577 1.94104 0.00 0.03 0.00
H -1.26035 -4.84287 -0.25781 -0.02 -0.02 0.00
H 0.34121 -4.12623 -0.02762 0.03 0.00 0.02
H -1.31707 -4.05956 -2.60728 0.03 0.02 0.01
H 0.19356 -4.93679 -2.34557 -0.04 0.01 0.03
H 0.19051 -3.17455 -2.39090 0.03 0.08 0.00
H -3.62755 -1.11072 -1.74221 -0.02 0.03 -0.03
N -3.55150 3.09626 -0.22719 -0.18 -0.28 0.07
C -3.18120 4.34640 0.04074 0.20 0.03 -0.12
N -4.14836 5.19293 0.55945 -0.08 0.05 0.01
N -2.00583 4.85776 -0.17941 0.31 -0.05 0.13
C -1.07473 4.02609 -0.66835 -0.36 0.26 -0.06
N -0.26250 3.32852 -1.09998 -0.26 0.61 -0.37
H -4.50310 2.81294 -0.08627 -0.02 0.03 -0.01
H -2.92657 2.39937 -0.64660 0.14 -0.05 -0.09
H -4.78702 4.75255 1.20244 0.00 0.00 0.01
H -3.72544 6.02622 0.93794 0.00 0.00 0.01
F 2.63600 -1.66419 -2.74372 0.00 0.00 0.00
C 2.32229 -1.07867 -3.90228 0.13 0.02 0.09
F 3.39723 -0.38366 -4.31375 -0.02 -0.01 -0.01
F 2.11917 -2.05931 -4.80516 -0.03 -0.01 -0.02
S 0.83433 -0.00628 -3.74367 -0.30 -0.23 -0.15
O 1.27775 1.01062 -2.79348 -0.18 0.12 0.72
O 0.64243 0.47134 -5.09224 0.12 0.12 0.11
O -0.16555 -0.93076 -3.25837 0.12 0.06 -0.14
```
Positions in Å, forces in eV/Å.